1.
Molecular formula: C4H9O2
Method: DFT, wB97M-V/def2-TZVPD

## Properties
Highest occupied orbital energy: -3.8 eV
Charge: -1
HOMO-LUMO gap: 0.29066 Ha
Relative energy (zero: lowest compared OMol25 entry of this formula, charge and spin): 6.60 kcal per mole
Multiplicity: 1

Positions of all 15 atoms, in Å:
H  -0.14460  -0.55500  -0.34710
H  -2.23548  -2.03815  -2.05811
C  0.50137  1.79157  1.35413
H  2.21174  0.62045  0.70907
C  -1.85761  -1.16550  -1.55800
C  1.84853  1.11344  1.61332
H  2.61471  1.81679  1.94210
H  -2.50581  -1.13831  -0.67101
C  -0.40082  -1.28044  -1.12811
H  1.75865  0.34489  2.38707
H  -0.15351  -2.27408  -0.73591
H  0.29355  -1.15265  -1.95915
O  0.45165  3.03617  1.44122
O  -0.42307  1.03445  0.95685
H  -1.95930  -0.15365  -1.94637

Forces on atoms 1 to 6 (eV/Å):
H -0.217 0.030 -0.184
H -0.034 0.049 -1.224
C -0.516 0.350 -0.983
H -0.144 -0.033 -0.065
C 0.230 0.625 1.930
C 0.518 -0.192 0.472



2.
Molecular formula: C5H9F
Method: DFT, wB97M-V/def2-TZVPD

## Properties
Highest occupied orbital energy: -8.5 eV
HOMO-LUMO gap: 0.35232 Ha
Relative energy (zero: lowest compared OMol25 entry of this formula, charge and spin): 51.92 kcal per mole
Multiplicity: 1
SMILES: C[C@H]1C[C@@]1(C)F

Positions of all 15 atoms, in Å:
H  -1.54831  -2.39299  0.21073
H  -1.11792  -1.35716  -1.30953
H  1.64256  -0.05598  1.48142
H  0.81121  2.90764  -0.17852
C  -0.84645  -1.84667  -0.41092
C  1.09072  -0.39633  0.49746
C  -0.36231  -0.77211  0.48423
C  0.02374  2.12749  0.30519
H  -0.85432  2.48749  -0.18494
H  0.16083  2.12909  1.42177
H  1.65591  -1.03621  -0.18728
H  0.17100  0.45690  -1.30325
C  0.27437  0.73984  -0.20665
F  -1.12365  -0.71801  1.62754
H  -0.07789  -2.67686  -0.71164

Forces on atoms 1 to 6 (eV/Å):
H -0.867 0.091 -0.748
H -1.255 -0.247 -1.010
H -1.250 -0.988 -1.968
H -1.199 -1.910 1.307
C 1.955 -1.821 0.190
C 0.272 1.523 1.357



3.
Molecular formula: C19H19ClFeN5O5S2
Method: DFT, wB97M-V/def2-TZVPD

## Properties
Highest occupied orbital energy (alpha / beta): -4.7 / -4.7 eV
Charge: -1
HOMO-LUMO gap (alpha / beta): 0.25410 / 0.25446 Ha
Relative energy (zero: lowest compared OMol25 entry of this formula, charge and spin): 37.28 kcal per mole
Multiplicity: 5

Positions of all 52 atoms, in Å:
C  -3.20111  3.12575  -1.13567
O  -1.39150  -0.40936  -0.49741
C  -1.59604  5.06388  -1.07095
H  0.74115  1.72065  -0.30938
H  -5.18007  0.48851  -0.49026
H  1.86118  0.61680  -0.78719
N  -2.98676  1.51147  0.50962
H  4.86211  2.30707  3.30045
H  -3.64959  3.50134  -2.04221
C  3.44139  -1.18356  3.65378
C  3.36480  0.96543  2.61545
H  -2.18742  5.42227  -1.91128
C  4.47725  1.30549  3.42427
H  1.34991  -1.91665  -0.77778
S  -1.11747  1.34293  2.35055
H  -5.21087  1.52253  -1.94269
H  -1.38371  -5.17110  -0.96828
N  0.86877  0.77327  -0.66046
C  -0.68893  -4.51219  -1.47151
C  -0.41146  -3.37531  0.74700
H  -3.98441  0.25178  -1.79058
C  1.14010  -2.82768  -2.70292
H  -3.12591  0.55816  0.82350
H  5.89116  0.73749  4.91327
H  1.84826  -2.17263  -3.19203
N  0.14869  0.51874  -1.84030
C  -0.06556  -3.51898  -0.72590
C  4.50797  -0.85297  4.43882
C  -0.42402  -4.66099  -2.82391
C  0.49235  -3.81356  -3.42396
H  -0.56358  4.92126  -1.39260
C  -2.12595  3.77383  -0.52495
C  -1.89627  2.12839  1.06460
C  -1.15932  0.00855  -1.66698
C  -4.57143  0.99333  -1.24049
H  2.95219  -2.14555  3.66549
Cl  0.83709  -3.99446  -5.13092
H  4.90826  -1.58041  5.12952
O  -1.91770  0.04766  -2.64259
C  0.84944  -2.68499  -1.35376
C  5.04151  0.43412  4.31453
H  0.25881  1.16349  -2.60748
O  -0.25011  -2.21476  1.24505
S  2.65275  2.04770  1.53244
Fe  0.22692  -0.31212  0.98065
O  1.88384  -0.81987  2.08158
N  -1.48695  3.28843  0.53282
O  -0.82659  -4.36903  1.33867
H  -0.91838  -5.42251  -3.41215
H  -1.58444  5.81553  -0.28179
C  -3.59279  1.92025  -0.61361
N  2.89244  -0.31740  2.76993

Forces on atoms 1 to 6 (eV/Å):
C 0.013 -0.027 -0.097
O -0.350 -0.127 -0.007
C 0.011 0.015 -0.010
H 0.209 0.142 -0.135
H -0.004 0.010 -0.002
H 0.088 0.124 -0.012



Q: Which value of relative energy (zero: lowest compared OMol25 entry of this formula, charge and spin) does entry 1 give?
A: 6.60 kcal per mole



What did the second record say?
Molecular formula: C5H9F
Method: DFT, wB97M-V/def2-TZVPD

## Properties
Highest occupied orbital energy: -8.5 eV
HOMO-LUMO gap: 0.35232 Ha
Relative energy (zero: lowest compared OMol25 entry of this formula, charge and spin): 51.92 kcal per mole
Multiplicity: 1
SMILES: C[C@H]1C[C@@]1(C)F

Positions of all 15 atoms, in Å:
H  -1.54831  -2.39299  0.21073
H  -1.11792  -1.35716  -1.30953
H  1.64256  -0.05598  1.48142
H  0.81121  2.90764  -0.17852
C  -0.84645  -1.84667  -0.41092
C  1.09072  -0.39633  0.49746
C  -0.36231  -0.77211  0.48423
C  0.02374  2.12749  0.30519
H  -0.85432  2.48749  -0.18494
H  0.16083  2.12909  1.42177
H  1.65591  -1.03621  -0.18728
H  0.17100  0.45690  -1.30325
C  0.27437  0.73984  -0.20665
F  -1.12365  -0.71801  1.62754
H  -0.07789  -2.67686  -0.71164

Forces on atoms 1 to 6 (eV/Å):
H -0.867 0.091 -0.748
H -1.255 -0.247 -1.010
H -1.250 -0.988 -1.968
H -1.199 -1.910 1.307
C 1.955 -1.821 0.190
C 0.272 1.523 1.357



Q: Which formula does entry 3 have?
A: C19H19ClFeN5O5S2



Q: What is the multiplicity in the third record?
A: 5